No. 1
{"formula": "C38H88FI2N7O8P3", "method": "ωB97M-V/def2-TZVPD", "spin_multiplicity": 1, "total_energy_ha": -4204.54127, "charge": 1, "homo_lumo_gap_ev": 4.37, "e_homo_ha": -0.3478, "symbols": ["C", "C", "C", "C", "C", "C", "C", "C", "C", "C", "C", "C", "N", "I", "C", "C", "C", "O", "C", "O", "C", "C", "O", "P", "O", "O", "C", "F", "C", "C", "C", "C", "O", "C", "C", "C", "I", "H", "H", "H", "H", "H", "H", "H", "H", "H", "H", "H", "H", "H", "H", "H", "H", "H", "H", "H", "H", "H", "H", "H", "H", "H", "H", "H", "H", "H", "H", "H", "H", "H", "H", "H", "H", "H", "H", "H", "H", "H", "H", "H", "H", "H", "H", "H", "H", "H", "H", "H", "H", "O", "P", "N", "C", "C", "N", "C", "C", "N", "C", "C", "H", "H", "H", "H", "H", "H", "H", "H", "H", "H", "H", "H", "H", "H", "H", "H", "H", "H", "O", "P", "N", "C", "C", "N", "C", "C", "N", "C", "C", "H", "H", "H", "H", "H", "H", "H", "H", "H", "H", "H", "H", "H", "H", "H", "H", "H", "H"], "coordinates": [[-4.797, 8.069, -1.313], [-5.000, 7.578, -2.814], [-5.886, 6.272, -2.910], [-5.082, 5.012, -2.398], [-5.985, 3.722, -2.271], [-5.186, 2.380, -2.426], [-6.033, 1.099, -2.058], [-5.950, 0.702, -0.540], [-4.672, -0.198, -0.188], [-3.638, 0.742, 0.547], [-2.462, -0.062, 1.286], [-2.733, 0.056, 2.817], [-1.637, -0.394, 3.770], [-1.584, -2.500, 3.405], [-2.243, -0.316, 5.152], [-1.344, 0.155, 6.350], [-2.147, 1.271, 7.152], [-3.431, 0.792, 7.553], [-4.413, 1.811, 7.467], [-5.658, 1.129, 7.602], [-6.713, 2.061, 7.862], [-7.953, 1.815, 6.914], [-8.685, 3.063, 6.817], [-1.264, -1.278, 7.626], [-0.045, -0.979, 8.509], [-0.084, 0.725, 6.075], [0.535, 0.136, 4.962], [0.860, -1.175, 5.303], [-0.302, 0.251, 3.597], [0.650, -0.467, 2.537], [1.873, 0.408, 2.051], [1.586, 1.184, 0.688], [2.055, 2.539, 0.771], [-0.299, 1.793, 3.265], [-1.311, 2.737, 4.029], [-1.913, 3.746, 2.938], [-0.210, 4.054, 5.408], [-3.909, 7.505, -0.916], [-4.573, 9.161, -1.249], [-5.701, 7.792, -0.713], [-5.422, 8.439, -3.382], [-3.989, 7.335, -3.227], [-6.836, 6.441, -2.342], [-6.185, 6.171, -3.991], [-4.684, 5.308, -1.387], [-4.209, 4.889, -3.084], [-6.390, 3.732, -1.219], [-6.824, 3.845, -2.999], [-4.855, 2.330, -3.501], [-4.265, 2.459, -1.792], [-7.107, 1.386, -2.249], [-5.833, 0.232, -2.733], [-5.934, 1.669, 0.039], [-6.874, 0.173, -0.177], [-4.941, -1.108, 0.395], [-4.220, -0.440, -1.188], [-3.163, 1.375, -0.252], [-4.175, 1.447, 1.226], [-2.495, -1.091, 0.860], [-1.518, 0.419, 0.929], [-3.131, 1.076, 3.017], [-3.594, -0.639, 3.031], [-3.124, 0.385, 5.105], [-2.715, -1.290, 5.448], [-2.149, 2.263, 6.643], [-1.551, 1.412, 8.100], [-4.389, 2.344, 6.470], [-4.336, 2.547, 8.317], [-6.355, 3.106, 7.690], [-7.104, 1.995, 8.912], [-8.686, 1.087, 7.342], [-7.665, 1.521, 5.877], [-8.414, 3.498, 6.002], [-2.443, -1.330, 8.422], [-0.980, -2.476, 6.906], [1.498, 0.662, 4.742], [0.128, -0.803, 1.613], [1.129, -1.395, 2.954], [2.696, -0.314, 1.788], [2.311, 1.074, 2.833], [0.489, 1.121, 0.427], [2.124, 0.663, -0.151], [1.665, 2.985, 0.008], [-0.534, 1.883, 2.171], [0.695, 2.268, 3.469], [-2.194, 2.260, 4.498], [-2.882, 4.126, 3.366], [-2.217, 3.183, 2.009], [-1.217, 4.579, 2.705], [4.108, -1.861, -0.191], [5.311, -2.736, -0.592], [5.495, -3.422, 0.967], [6.694, -3.615, 1.749], [4.547, -4.494, 1.249], [6.339, -1.373, -0.901], [6.873, -0.578, 0.198], [5.775, -0.465, -1.902], [6.602, -3.824, -1.221], [8.014, -3.481, -1.277], [6.229, -4.403, -2.524], [7.284, -4.480, 1.416], [6.437, -3.780, 2.800], [7.335, -2.737, 1.759], [4.884, -5.447, 0.817], [3.563, -4.264, 0.828], [4.401, -4.626, 2.324], [6.113, -0.337, 0.951], [7.297, 0.361, -0.164], [7.706, -1.088, 0.680], [5.009, 0.193, -1.476], [5.314, -1.028, -2.717], [6.560, 0.154, -2.343], [8.240, -2.724, -2.034], [8.590, -4.379, -1.522], [8.397, -3.137, -0.318], [6.270, -3.654, -3.324], [5.207, -4.796, -2.483], [6.881, -5.237, -2.790], [4.788, -4.579, -5.668], [3.682, -4.054, -6.597], [4.770, -3.493, -7.792], [4.785, -2.234, -8.499], [5.281, -4.550, -8.658], [3.168, -2.848, -5.461], [3.987, -1.667, -5.220], [2.767, -3.429, -4.172], [2.268, -3.662, -7.634], [1.549, -2.399, -7.605], [1.284, -4.759, -7.599], [4.042, -2.190, -9.307], [5.768, -2.066, -8.950], [4.637, -1.380, -7.841], [4.566, -4.790, -9.458], [5.468, -5.464, -8.088], [6.234, -4.267, -9.112], [5.048, -1.911, -5.090], [3.652, -1.132, -4.328], [3.882, -0.947, -6.030], [3.613, -3.689, -3.527], [2.189, -4.343, -4.336], [2.120, -2.736, -3.627], [0.961, -2.264, -6.691], [0.858, -2.361, -8.454], [2.208, -1.543, -7.723], [0.764, -4.802, -6.633], [1.785, -5.720, -7.755], [0.541, -4.654, -8.394]], "mulliken_charge": [-0.931, -0.577, -0.586, -0.530, -0.626, -0.240, -0.868, -0.678, -0.416, -1.416, 1.066, -0.712, -0.443, 0.422, -1.435, 1.330, -1.204, -0.327, -0.293, -0.353, -0.322, -0.399, -0.515, 0.393, -0.674, -0.264, -0.095, -0.384, 1.799, -1.904, -0.885, -0.268, -0.591, -1.183, -0.131, -1.187, 0.134, 0.216, 0.329, 0.244, 0.352, 0.288, 0.280, 0.346, 0.202, 0.328, 0.243, 0.322, 0.357, 0.062, 0.360, 0.419, 0.285, 0.397, 0.368, 0.329, 0.226, 0.454, 0.547, -1.046, 0.427, 0.602, 0.345, 0.689, 0.150, 0.601, 0.251, 0.399, 0.321, 0.246, 0.231, 0.266, 0.295, 0.112, 0.052, 0.781, 0.262, 0.750, 0.426, 0.433, 0.130, 0.302, 0.337, 0.057, 1.138, -0.235, 0.376, 0.180, 0.421, -0.626, 0.885, 0.261, -0.954, -1.225, 0.171, -1.070, -0.782, -0.073, -0.902, -1.131, 0.354, 0.363, 0.156, 0.295, 0.336, 0.382, 0.221, 0.391, 0.299, 0.232, 0.031, 0.421, 0.296, 0.352, 0.317, 0.363, 0.228, 0.464, -0.791, 0.918, 0.167, -0.871, -1.156, 0.259, -1.257, -1.136, -0.062, -0.865, -1.066, 0.314, 0.374, 0.165, 0.335, 0.329, 0.366, 0.318, 0.421, 0.289, 0.164, 0.403, 0.387, 0.293, 0.374, 0.258, 0.345, 0.349, 0.360]}



No. 2
{"formula": "C22H67O29P7", "method": "ωB97M-V/def2-TZVPD", "e_above_lowest_kcal_mol": 68.83, "spin_multiplicity": 1, "total_energy_ha": -5450.26305, "charge": 0, "homo_lumo_gap_ev": 10.41, "smiles": "COP(=O)(OC)OC.COP(=O)(OC)OC.COP(=O)(OC)OC.COP(=O)(OC)OC.COP(=O)(OC)OC.COP(=O)(OC)OC.COP(=O)(OC)OC.CO", "e_homo_ha": -0.3805, "symbols": ["C", "O", "P", "O", "O", "C", "O", "C", "H", "H", "H", "H", "H", "H", "H", "H", "H", "C", "O", "P", "O", "O", "C", "O", "C", "H", "H", "H", "H", "H", "H", "H", "H", "H", "C", "O", "P", "O", "O", "C", "O", "C", "H", "H", "H", "H", "H", "H", "H", "H", "H", "C", "O", "P", "O", "O", "C", "O", "C", "H", "H", "H", "H", "H", "H", "H", "H", "H", "C", "O", "P", "O", "O", "C", "O", "C", "H", "H", "H", "H", "H", "H", "H", "H", "H", "C", "O", "P", "O", "O", "C", "O", "C", "H", "H", "H", "H", "H", "H", "H", "H", "H", "C", "O", "P", "O", "O", "C", "O", "C", "H", "H", "H", "H", "H", "H", "H", "H", "H", "C", "O", "H", "H", "H", "H"], "coordinates": [[-3.165, -6.586, -0.692], [-3.065, -6.757, -2.112], [-4.182, -6.275, -3.153], [-5.512, -6.826, -2.808], [-4.107, -4.626, -2.944], [-2.914, -3.888, -3.241], [-3.769, -6.472, -4.698], [-4.390, -5.706, -5.696], [-3.508, -5.611, -0.346], [-2.101, -6.601, -0.456], [-3.729, -7.371, -0.189], [-2.430, -3.735, -2.277], [-3.159, -2.890, -3.602], [-2.284, -4.298, -4.031], [-5.334, -5.284, -5.352], [-4.547, -6.238, -6.635], [-3.746, -4.843, -5.863], [-9.253, 1.883, 3.951], [-8.696, 0.632, 3.795], [-8.881, -0.146, 2.365], [-10.339, -0.230, 1.847], [-7.950, 0.748, 1.338], [-6.610, 1.017, 1.687], [-8.011, -1.514, 2.512], [-8.466, -2.773, 2.067], [-8.774, 2.617, 3.304], [-8.935, 2.179, 4.950], [-10.338, 1.783, 3.959], [-6.454, 2.080, 1.871], [-6.004, 0.630, 0.868], [-6.176, 0.460, 2.517], [-8.111, -3.713, 2.489], [-8.171, -2.908, 1.026], [-9.535, -2.970, 1.987], [1.971, 2.879, 7.249], [0.601, 2.721, 7.517], [-0.492, 3.423, 6.456], [-0.843, 2.672, 5.210], [-1.771, 3.692, 7.452], [-2.847, 4.609, 7.269], [0.094, 4.952, 6.145], [0.032, 6.041, 7.013], [2.484, 1.940, 7.461], [2.503, 3.589, 7.882], [2.237, 3.165, 6.231], [-2.539, 5.634, 7.476], [-3.592, 4.393, 8.035], [-3.158, 4.546, 6.227], [-0.160, 5.782, 8.054], [-0.665, 6.835, 6.745], [0.972, 6.588, 7.084], [2.223, 8.117, -1.695], [1.137, 7.529, -0.996], [-0.332, 7.403, -1.730], [-0.668, 8.674, -2.407], [-0.131, 6.113, -2.669], [-1.010, 5.934, -3.781], [-1.306, 6.842, -0.527], [-1.879, 7.634, 0.527], [1.926, 8.606, -2.623], [3.099, 7.490, -1.862], [2.618, 8.882, -1.026], [-1.995, 6.398, -3.737], [-1.305, 4.892, -3.902], [-0.421, 6.175, -4.666], [-1.427, 7.357, 1.480], [-2.963, 7.518, 0.539], [-1.833, 8.721, 0.478], [3.455, 2.212, -12.094], [3.863, 2.566, -10.791], [5.119, 1.740, -10.010], [5.658, 2.587, -8.896], [6.237, 1.324, -11.136], [7.022, 0.110, -10.937], [4.504, 0.356, -9.445], [3.598, 0.495, -8.365], [2.435, 2.487, -12.362], [3.520, 1.147, -12.314], [4.112, 2.759, -12.770], [6.445, -0.749, -11.282], [7.446, -0.186, -9.978], [7.889, 0.033, -11.592], [3.461, 1.504, -7.976], [3.882, -0.228, -7.600], [2.571, 0.139, -8.447], [12.015, -2.604, -1.239], [11.134, -2.899, -2.318], [9.636, -3.313, -1.861], [9.477, -3.361, -0.363], [8.656, -2.249, -2.721], [8.450, -0.859, -2.303], [9.376, -4.720, -2.666], [8.238, -5.532, -2.369], [12.403, -1.591, -1.348], [12.850, -3.302, -1.303], [11.607, -2.826, -0.253], [9.083, -0.641, -1.442], [7.428, -0.605, -2.022], [8.637, -0.250, -3.187], [8.228, -5.836, -1.322], [8.253, -6.400, -3.028], [7.314, -5.002, -2.602], [-0.374, -4.248, 5.962], [-1.501, -4.983, 6.430], [-1.819, -4.757, 7.986], [-0.750, -5.023, 8.983], [-2.501, -3.288, 8.074], [-3.589, -3.062, 7.213], [-3.031, -5.813, 8.206], [-3.325, -6.194, 9.550], [-0.200, -3.461, 6.696], [-0.522, -3.743, 5.008], [0.416, -4.996, 6.025], [-4.000, -3.948, 6.730], [-3.324, -2.402, 6.387], [-4.416, -2.612, 7.763], [-2.701, -7.083, 9.640], [-4.315, -6.638, 9.649], [-2.919, -5.608, 10.375], [1.135, 1.310, -0.645], [1.719, 1.262, 0.704], [0.094, 1.634, -0.647], [1.724, 2.085, -1.136], [1.332, 0.419, -1.241], [0.955, 1.334, 1.280]], "mulliken_charge": [-0.642, -0.315, 1.074, -0.672, -0.279, -0.694, -0.345, -0.631, 0.296, 0.265, 0.267, 0.241, 0.272, 0.328, 0.335, 0.264, 0.236, -0.702, -0.252, 0.998, -0.687, -0.325, -0.706, -0.227, -0.797, 0.296, 0.243, 0.298, 0.274, 0.300, 0.321, 0.303, 0.334, 0.331, -0.688, -0.309, 0.944, -0.634, -0.300, -0.600, -0.292, -0.823, 0.289, 0.262, 0.333, 0.243, 0.248, 0.315, 0.377, 0.326, 0.307, -0.709, -0.302, 0.963, -0.680, -0.235, -0.698, -0.241, -0.726, 0.334, 0.269, 0.266, 0.316, 0.278, 0.269, 0.286, 0.288, 0.322, -0.616, -0.301, 0.965, -0.684, -0.290, -0.709, -0.283, -0.749, 0.265, 0.292, 0.266, 0.288, 0.348, 0.296, 0.328, 0.292, 0.292, -0.686, -0.309, 1.121, -0.688, -0.346, -0.578, -0.314, -0.651, 0.242, 0.267, 0.345, 0.274, 0.252, 0.248, 0.297, 0.236, 0.288, -0.685, -0.266, 0.963, -0.681, -0.259, -0.701, -0.319, -0.751, 0.346, 0.262, 0.266, 0.332, 0.273, 0.294, 0.298, 0.286, 0.343, -0.504, -0.496, 0.264, 0.199, 0.229, 0.309]}



No. 3
{"formula": "C15H23S4Tl", "method": "ωB97M-V/def2-TZVPD", "e_above_lowest_kcal_mol": 5.84, "spin_multiplicity": 1, "total_energy_ha": -2350.02783, "charge": 2, "homo_lumo_gap_ev": 5.56, "e_homo_ha": -0.5278, "symbols": ["Tl", "C", "C", "S", "C", "C", "S", "C", "C", "S", "C", "C", "S", "H", "H", "H", "H", "H", "H", "H", "H", "H", "H", "H", "H", "H", "H", "H", "H", "C", "C", "C", "C", "C", "C", "C", "H", "H", "H", "H", "H", "H", "H"], "coordinates": [[1.272, 0.746, 0.628], [-1.820, -1.888, 0.694], [-0.690, -2.818, 1.116], [0.830, -2.068, 1.757], [0.486, -1.753, 3.507], [-0.563, -0.703, 3.848], [-0.152, 0.963, 3.238], [-1.811, 1.574, 2.814], [-1.750, 2.855, 1.994], [-1.107, 2.713, 0.307], [-2.454, 1.951, -0.631], [-2.754, 0.466, -0.440], [-1.287, -0.610, -0.487], [-2.252, -1.378, 1.554], [-2.605, -2.484, 0.228], [-0.364, -3.427, 0.272], [-1.066, -3.509, 1.871], [1.457, -1.472, 3.919], [0.212, -2.698, 3.977], [-0.656, -0.648, 4.933], [-1.539, -0.976, 3.452], [-2.350, 1.773, 3.741], [-2.335, 0.785, 2.278], [-1.097, 3.586, 2.474], [-2.741, 3.309, 1.946], [-2.200, 2.157, -1.673], [-3.365, 2.517, -0.427], [-3.439, 0.152, -1.228], [-3.260, 0.291, 0.508], [0.961, 1.313, -3.543], [2.052, 0.537, -3.316], [3.291, 1.136, -2.901], [4.423, 0.375, -2.828], [4.346, -0.988, -3.150], [3.148, -1.616, -3.526], [2.007, -0.869, -3.609], [0.040, 0.884, -3.920], [0.988, 2.384, -3.380], [3.311, 2.195, -2.675], [5.371, 0.808, -2.542], [5.252, -1.582, -3.110], [3.145, -2.671, -3.761], [1.065, -1.311, -3.910]], "mulliken_charge": [0.403, -0.428, -0.868, -0.034, -0.868, -0.442, -0.114, 0.135, -0.927, -0.008, -0.773, -0.775, 0.031, 0.007, 0.448, 0.428, 0.450, 0.398, 0.439, 0.473, 0.304, 0.439, -0.320, 0.410, 0.427, 0.405, 0.436, 0.513, 0.432, -0.838, 1.086, -0.244, -0.716, -0.148, -0.788, -0.190, 0.311, 0.313, 0.431, 0.452, 0.431, 0.452, 0.423]}